(1)
The following is a DFT calculation (ωB97M-V/def2-TZVPD) of 10 unconnected molecules or ions with the total composition C25H62F3N2O21S7 in a non-equilibrium geometry.

Values from the calculation:
Charge ... +1
Kohn-Sham gap ... 5.12 eV
HOMO level ... -10.17 eV
Calculated total energy ... -5765.590650 hartree
LUMO ... -0.1856 Eh

Positions of all 120 atoms, in Å:
N1 -6.068 5.674 0.985
H1 -5.484 5.054 0.441
H2 -5.449 6.383 1.350
H3 -6.509 5.345 1.831
H4 -6.703 6.107 0.329
N2 -4.086 2.283 6.239
H5 -4.834 2.902 5.959
H6 -3.282 2.847 6.473
H7 -3.803 1.630 5.523
H8 -4.349 1.705 7.024
C1 -1.665 -1.020 -0.431
F1 -2.706 -1.790 -0.181
F2 -0.501 -1.691 -0.319
F3 -1.644 -0.420 -1.637
S1 -1.686 0.487 0.776
O1 -2.193 -0.014 2.080
O2 -0.300 0.950 0.802
O3 -2.668 1.344 0.090
O4 -8.495 0.538 -6.951
S2 -8.635 1.750 -6.108
O5 -8.336 3.089 -6.599
O6 -10.128 1.754 -5.458
C2 -10.408 0.765 -4.414
C3 -11.967 0.761 -4.179
C4 -7.512 1.474 -4.664
H9 -10.111 1.094 -3.418
H10 -9.994 -0.236 -4.534
H11 -12.476 0.120 -4.899
H12 -12.398 1.756 -4.293
H13 -12.157 0.337 -3.193
H14 -7.354 0.430 -4.397
H15 -8.091 2.000 -3.904
H16 -6.567 1.983 -4.852
O7 -2.850 7.498 -2.959
S3 -2.017 7.731 -4.099
O8 -2.532 7.797 -5.470
O9 -1.019 9.045 -3.873
C5 -1.000 9.701 -2.699
C6 -2.034 10.883 -2.641
C7 -0.502 6.537 -4.061
H17 -0.003 10.127 -2.592
H18 -1.075 9.083 -1.805
H19 -2.288 11.133 -1.611
H20 -3.039 10.660 -2.998
H21 -1.453 11.727 -3.011
H22 0.125 6.890 -3.243
H23 0.013 6.484 -5.021
H24 -1.019 5.613 -3.802
O10 3.827 -12.182 1.738
S4 3.847 -11.436 0.453
O11 3.748 -12.167 -0.810
O12 2.743 -10.168 0.526
C8 2.312 -9.540 -0.632
C9 1.372 -8.478 -0.111
C10 5.410 -10.410 0.344
H25 1.900 -10.284 -1.313
H26 3.096 -8.983 -1.144
H27 0.389 -8.838 0.194
H28 1.212 -7.804 -0.952
H29 1.831 -7.832 0.638
H30 5.354 -9.832 -0.578
H31 6.307 -11.024 0.278
H32 5.425 -9.714 1.183
O13 4.831 4.086 7.304
S5 4.850 2.943 6.388
O14 6.161 2.499 5.847
O15 4.190 1.692 7.194
C11 2.940 1.886 7.778
C12 2.192 0.554 7.393
C13 3.609 3.020 5.024
H33 2.418 2.744 7.355
H34 3.089 2.141 8.827
H35 1.219 0.557 7.884
H36 2.702 -0.323 7.790
H37 2.060 0.508 6.312
H38 4.249 3.508 4.288
H39 2.693 3.526 5.328
H40 3.411 2.004 4.683
O16 -4.641 -5.725 7.169
S6 -3.912 -4.539 6.840
O17 -4.657 -3.284 6.459
O18 -2.957 -4.103 8.095
C14 -2.514 -5.182 8.970
C15 -1.186 -4.876 9.726
C16 -2.479 -4.891 5.696
H41 -2.355 -6.193 8.595
H42 -3.335 -5.296 9.678
H43 -0.241 -4.839 9.184
H44 -1.058 -5.471 10.630
H45 -1.487 -3.870 10.017
H46 -2.957 -4.967 4.719
H47 -2.061 -5.847 6.011
H48 -1.693 -4.150 5.549
O19 6.962 -4.856 -6.533
S7 6.653 -4.137 -5.328
O20 7.152 -4.647 -4.052
O21 7.241 -2.608 -5.405
C17 8.640 -2.437 -5.418
C18 8.929 -1.079 -6.131
C19 4.923 -3.778 -5.049
H49 9.082 -3.374 -5.759
H50 8.956 -2.298 -4.384
H51 8.637 -0.313 -5.413
H52 8.247 -0.859 -6.952
H53 10.000 -1.008 -6.320
H54 4.826 -3.287 -4.081
H55 4.457 -4.763 -5.017
H56 4.495 -3.106 -5.793
C20 4.329 2.612 -4.378
C21 4.504 3.152 -3.080
C22 4.993 4.430 -2.909
C23 5.322 5.140 -4.022
C24 5.194 4.637 -5.332
C25 4.702 3.346 -5.486
H57 4.062 1.575 -4.518
H58 4.244 2.577 -2.203
H59 5.222 4.885 -1.957
H60 5.568 6.188 -3.934
H61 5.462 5.268 -6.166
H62 4.597 3.018 -6.510

Cartesian forces (eV/Å) of the 3 atoms listed first:
N 0.6 1.0 0.1
H 0.2 -1.1 0.1
H 0.5 0.8 -0.2


(2)
The following is a DFT calculation (ωB97M-V/def2-TZVPD) of 9 unconnected molecules or ions with the total composition C25H63BN21O10 in a non-equilibrium geometry.

Values from the calculation:
Charge ... +1
Kohn-Sham gap ... 7.16 eV
HOMO level ... -9.87 eV
Calculated total energy ... -2917.501143 hartree
LUMO ... -0.0995 Eh

Positions of all 120 atoms, in Å:
C1 -4.696 2.149 -5.393
N1 -4.290 0.946 -4.594
C2 -5.092 0.786 -3.345
B1 -2.826 1.045 -4.342
O1 -1.943 0.836 -5.480
N2 -2.150 1.292 -3.018
C3 -1.581 0.338 -2.251
N3 -1.546 -1.055 -2.702
C4 -0.355 -1.309 -3.625
C5 -1.424 -2.017 -1.554
C6 -2.852 -2.301 -0.816
C7 -2.738 -3.826 -0.266
O2 -3.699 -4.054 0.801
C8 -0.247 -1.640 -0.515
C9 0.172 -0.066 -0.588
C10 0.985 0.455 0.708
C11 2.575 0.244 0.361
C12 3.425 -0.952 0.904
C13 4.952 -1.020 0.423
C14 5.494 0.075 -0.549
C15 4.639 1.270 -1.069
C16 3.161 1.345 -0.607
N4 -0.988 0.796 -0.990
C17 -1.969 0.890 0.149
N5 -3.389 1.088 -0.230
H1 -5.785 2.108 -5.732
H2 -4.424 3.083 -4.788
H3 -4.066 2.211 -6.363
H4 -5.360 1.774 -2.834
H5 -6.097 0.303 -3.665
H6 -4.608 0.015 -2.639
H7 -2.482 0.729 -6.296
H8 -2.155 2.266 -2.657
H9 0.228 -0.309 -3.700
H10 -0.695 -1.535 -4.699
H11 0.383 -2.065 -3.201
H12 -1.125 -3.046 -1.992
H13 -3.680 -2.241 -1.602
H14 -3.020 -1.637 0.097
H15 -1.676 -3.935 0.182
H16 -2.841 -4.572 -1.131
H17 -3.273 -4.598 1.499
H18 -0.464 -1.987 0.558
H19 0.702 -2.210 -0.839
H20 0.921 -0.015 -1.472
H21 0.765 1.537 0.998
H22 0.668 -0.215 1.595
H23 2.960 -1.745 1.596
H24 5.587 -1.905 0.788
H25 6.579 0.020 -0.926
H26 5.017 2.071 -1.796
H27 2.470 2.190 -0.978
H28 -1.934 0.020 0.889
H29 -1.668 1.828 0.759
H30 -3.522 1.910 -0.831
H31 -3.828 0.243 -0.616
C18 9.364 -1.910 -1.020
O3 8.411 -1.474 -0.387
N6 9.821 -1.324 -2.150
N7 10.046 -3.021 -0.640
H32 10.600 -1.666 -2.682
H33 9.343 -0.497 -2.466
H34 9.736 -3.486 0.198
H35 10.829 -3.396 -1.142
C19 0.455 2.322 4.140
O4 -0.549 1.949 3.545
N8 0.540 3.528 4.748
N9 1.570 1.561 4.240
H36 1.357 3.851 5.241
H37 -0.269 4.126 4.697
H38 1.547 0.656 3.800
H39 2.403 1.848 4.722
C20 10.649 0.732 -4.910
O5 10.286 0.628 -3.746
N10 10.222 -0.106 -5.887
N11 11.509 1.692 -5.323
H40 10.508 -0.038 -6.847
H41 9.581 -0.835 -5.619
H42 11.849 2.335 -4.626
H43 11.820 1.795 -6.272
C21 2.831 -4.672 0.084
O6 1.891 -4.226 0.717
N12 3.285 -4.090 -1.046
N13 3.505 -5.786 0.458
H44 4.060 -4.436 -1.581
H45 2.809 -3.258 -1.357
H46 3.196 -6.249 1.298
H47 4.282 -6.167 -0.050
C22 -5.943 -4.817 -2.881
O7 -4.902 -4.723 -3.522
N14 -5.965 -4.862 -1.527
N15 -7.160 -4.884 -3.466
H48 -6.806 -4.939 -0.983
H49 -5.078 -4.814 -1.052
H50 -7.188 -4.854 -4.472
H51 -8.024 -4.962 -2.954
C23 -10.442 -3.743 -1.580
O8 -9.694 -4.687 -1.801
N16 -11.581 -3.537 -2.281
N17 -10.194 -2.825 -0.616
H52 -12.208 -2.770 -2.116
H53 -11.801 -4.199 -3.007
H54 -9.354 -2.945 -0.073
H55 -10.794 -2.044 -0.420
C24 1.984 5.432 7.902
O9 2.692 4.776 7.147
N18 0.636 5.351 7.892
N19 2.493 6.297 8.812
H56 0.036 5.883 8.506
H57 0.220 4.718 7.229
H58 3.495 6.387 8.851
H59 1.929 6.843 9.439
C25 -2.222 7.670 9.346
O10 -1.245 6.949 9.185
N20 -2.182 9.008 9.143
N21 -3.425 7.191 9.740
H60 -2.971 9.616 9.269
H61 -1.303 9.402 8.849
H62 -3.494 6.199 9.901
H63 -4.237 7.764 9.877

Cartesian forces (eV/Å) of the 3 atoms listed first:
C 0.4 0.4 -1.0
N 1.8 1.4 1.7
C -1.6 -0.9 -0.3


(3)
The following is a DFT calculation (ωB97M-V/def2-TZVPD) of 6 unconnected molecules or ions with the total composition C25H63BN4O8PS5 in a non-equilibrium geometry.

Values from the calculation:
Charge ... +1
Kohn-Sham gap ... 7.48 eV
HOMO level ... -9.90 eV
Calculated total energy ... -4168.045447 hartree
LUMO ... -0.0886 Eh

Positions of all 107 atoms, in Å:
C1 2.279 -4.561 0.959
C2 2.687 -3.241 0.177
C3 1.420 -2.399 -0.357
N1 1.603 -0.957 -0.082
C4 1.386 -0.538 1.258
C5 1.669 0.869 1.143
O1 1.527 1.600 2.305
C6 0.136 1.996 2.545
C7 -0.783 1.948 1.272
N2 -2.088 2.618 1.614
C8 -3.007 1.606 2.229
C9 -4.102 1.067 1.254
C10 -3.558 0.156 0.081
O2 -4.903 2.105 0.657
N3 2.036 1.256 -0.152
P1 2.435 2.944 -0.508
C11 3.268 3.219 -2.156
C12 2.169 3.804 -3.160
C13 3.771 3.374 0.770
C14 5.091 2.553 0.321
C15 1.948 0.075 -0.884
B1 2.215 -0.058 -2.466
N4 1.297 0.655 -3.403
O3 3.292 -0.797 -2.947
H1 1.828 -5.352 0.301
H2 3.213 -5.027 1.389
H3 1.597 -4.375 1.828
H4 3.293 -3.543 -0.712
H5 3.325 -2.601 0.848
H6 1.137 -2.647 -1.407
H7 0.564 -2.739 0.293
H8 1.070 -1.140 2.129
H9 -0.342 1.379 3.351
H10 0.111 3.063 2.906
H11 -1.062 0.902 0.953
H12 -0.374 2.529 0.398
H13 -2.513 2.827 0.703
H14 -2.446 0.739 2.662
H15 -3.548 2.126 3.071
H16 -4.817 0.419 1.847
H17 -2.724 -0.528 0.399
H18 -3.270 0.760 -0.824
H19 -4.396 -0.517 -0.257
H20 -5.688 1.658 0.298
H21 3.831 2.349 -2.578
H22 4.003 4.063 -2.007
H23 1.263 4.183 -2.607
H24 1.903 3.093 -3.979
H25 2.594 4.714 -3.670
H26 3.501 3.033 1.796
H27 4.051 4.453 0.694
H28 4.724 1.666 -0.277
H29 5.652 2.126 1.186
H30 5.744 3.138 -0.370
H31 0.884 1.411 -2.834
H32 0.503 0.034 -3.604
H33 3.042 -1.373 -3.692
C16 -5.177 4.966 6.623
S1 -4.176 3.872 5.598
O4 -3.893 2.645 6.397
C17 -2.691 4.892 5.634
H34 -6.154 4.503 6.768
H35 -4.696 5.110 7.591
H36 -5.302 5.924 6.117
H37 -2.368 5.041 6.665
H38 -2.898 5.853 5.161
H39 -1.907 4.378 5.078
C18 0.806 8.308 -5.848
S2 0.605 7.944 -4.095
O5 1.655 6.951 -3.723
C19 -0.948 7.046 -4.269
H40 1.747 8.841 -5.982
H41 0.830 7.380 -6.421
H42 -0.018 8.938 -6.186
H43 -0.813 6.197 -4.942
H44 -1.715 7.717 -4.658
H45 -1.248 6.686 -3.286
C20 -7.972 -0.732 6.524
S3 -7.477 0.948 6.952
O6 -8.709 1.785 6.972
C21 -6.623 1.289 5.402
H46 -8.563 -1.135 7.346
H47 -8.576 -0.722 5.615
H48 -7.084 -1.348 6.380
H49 -7.312 1.171 4.563
H50 -5.778 0.609 5.293
H51 -6.259 2.314 5.433
C22 3.109 -5.989 -3.604
S4 1.363 -5.549 -3.554
O7 0.985 -5.386 -2.117
C23 0.754 -7.155 -4.092
H52 3.692 -5.132 -3.264
H53 3.298 -6.841 -2.947
H54 3.394 -6.235 -4.628
H55 1.093 -7.930 -3.403
H56 1.116 -7.362 -5.100
H57 -0.336 -7.124 -4.098
C24 4.089 -11.468 -3.037
S5 4.475 -9.779 -2.545
O8 3.194 -9.008 -2.549
C25 5.369 -9.347 -4.050
H58 3.491 -11.926 -2.250
H59 3.522 -11.463 -3.969
H60 5.015 -12.030 -3.162
H61 4.720 -9.477 -4.918
H62 6.252 -9.980 -4.142
H63 5.677 -8.305 -3.980

Cartesian forces (eV/Å) of the 3 atoms listed first:
C 0.5 -0.2 -0.1
C -0.5 -0.4 -0.3
C 0.3 -1.6 0.8


(4)
The following is a DFT calculation (ωB97M-V/def2-TZVPD) of 5 unconnected molecules or ions with the total composition C25H63N4O8S2 in a non-equilibrium geometry.

Values from the calculation:
Charge ... +1
Kohn-Sham gap ... 8.03 eV
HOMO level ... -11.08 eV
Calculated total energy ... -2607.172378 hartree
LUMO ... -0.1122 Eh

Positions of all 102 atoms, in Å:
C1 -1.881 1.178 3.261
C2 -0.485 1.753 3.817
S1 0.775 0.366 4.021
C3 2.213 0.972 3.022
S2 3.291 -0.410 2.357
C4 3.894 0.215 0.725
C5 4.869 -0.782 -0.049
O1 5.779 -1.449 0.464
C6 2.265 -1.985 2.149
O2 2.778 -2.840 1.126
C7 1.987 -2.766 -0.073
O3 1.491 -1.449 -0.363
C8 1.595 -1.095 -1.762
C9 0.222 -0.307 -2.112
O4 0.100 0.820 -1.218
H1 -2.636 1.260 4.122
H2 -2.289 1.800 2.387
H3 -1.769 0.098 2.900
H4 -0.081 2.481 3.021
H5 -0.627 2.328 4.796
H6 1.882 1.590 2.113
H7 2.899 1.595 3.689
H8 3.009 0.537 0.062
H9 4.488 1.185 0.915
H10 4.712 -0.867 -1.189
H11 2.412 -2.546 3.143
H12 1.148 -1.771 2.080
H13 2.677 -3.094 -0.935
H14 1.115 -3.522 -0.095
H15 1.639 -1.973 -2.481
H16 2.454 -0.347 -1.879
H17 0.213 0.001 -3.213
H18 -0.633 -1.046 -1.864
H19 0.858 1.408 -1.424
C10 -2.084 5.200 -0.336
C11 -1.629 5.874 0.955
C12 -0.100 6.053 1.048
O5 0.610 4.862 1.376
C13 0.868 4.010 0.274
N1 -2.156 5.118 2.098
H20 -1.892 4.125 -0.339
H21 -3.161 5.330 -0.471
H22 -1.585 5.639 -1.204
H23 -2.076 6.874 0.971
H24 0.107 6.751 1.867
H25 0.309 6.512 0.141
H26 1.057 4.570 -0.646
H27 0.037 3.315 0.133
H28 1.757 3.415 0.506
H29 -1.929 5.620 2.955
H30 -1.608 4.260 2.172
C14 -1.592 -3.804 3.644
C15 -2.692 -3.316 4.583
C16 -3.968 -4.181 4.537
O6 -4.789 -3.953 3.396
C17 -4.384 -4.651 2.231
N2 -2.983 -1.908 4.283
H31 -1.796 -3.565 2.598
H32 -0.640 -3.329 3.899
H33 -1.457 -4.885 3.728
H34 -2.295 -3.374 5.602
H35 -4.587 -3.912 5.399
H36 -3.737 -5.248 4.643
H37 -3.965 -5.634 2.463
H38 -3.666 -4.055 1.663
H39 -5.264 -4.792 1.600
H40 -3.650 -1.560 4.969
H41 -3.508 -1.888 3.407
C18 3.409 2.793 -5.008
C19 3.864 3.469 -3.718
C20 5.393 3.646 -3.622
O7 6.100 2.455 -3.290
C21 6.360 1.599 -4.392
N3 3.337 2.715 -2.573
H42 3.600 1.718 -5.009
H43 2.332 2.925 -5.144
H44 3.909 3.230 -5.876
H45 3.418 4.468 -3.704
H46 5.599 4.344 -2.803
H47 5.804 4.103 -4.529
H48 6.553 2.158 -5.312
H49 5.530 0.904 -4.536
H50 7.247 1.007 -4.156
H51 3.566 3.219 -1.718
H52 3.886 1.857 -2.499
C22 -5.181 -3.957 -1.780
C23 -4.339 -3.957 -3.054
C24 -2.857 -4.307 -2.810
O8 -2.086 -3.243 -2.256
C25 -2.192 -3.112 -0.849
N4 -4.486 -2.657 -3.720
H53 -5.006 -3.075 -1.162
H54 -6.244 -3.964 -2.031
H55 -4.976 -4.845 -1.176
H56 -4.752 -4.728 -3.713
H57 -2.399 -4.523 -3.781
H58 -2.751 -5.217 -2.208
H59 -2.299 -4.080 -0.350
H60 -3.029 -2.458 -0.595
H61 -1.279 -2.634 -0.484
H62 -3.998 -2.691 -4.614
H63 -3.949 -1.977 -3.182

Cartesian forces (eV/Å) of the 3 atoms listed first:
C -0.2 0.1 0.4
C -0.5 0.8 -1.3
S 0.0 0.6 -0.4